Entry P
Here is a cluster of 2 separate species, C5H12N5 in total from the Open Molecules 2025 dataset. Energies are from ωB97M-V/def2-TZVPD.

Output
- 2S+1 = 1
- Kohn-Sham gap (eV) = 9.811
- net charge = +1
- E_HOMO (eV) = -12.739

Atoms and positions in Å:
C1 -2.241 1.916 2.141
C2 -0.109 -1.130 1.007
C3 0.350 -1.592 2.186
C4 0.188 0.288 -0.952
C5 1.203 0.966 -1.874
N1 -1.378 1.775 1.415
N2 0.693 -0.304 0.183
N3 -1.344 -1.573 0.524
N4 -1.022 0.326 -1.287
N5 2.550 0.586 -1.642
H1 -2.875 2.069 3.000
H2 -0.374 -2.232 2.704
H3 1.308 -1.331 2.604
H4 1.053 2.047 -1.925
H5 1.017 0.574 -2.859
H6 -2.113 -1.531 1.134
H7 -1.474 -2.477 -0.005
H8 -1.280 0.846 -2.089
H9 -1.614 -0.354 -0.890
H10 2.962 0.670 -0.722
H11 3.246 0.874 -2.305
H12 1.687 -0.402 0.221

Atomic partial charges in e from the Mulliken method, atoms 1 to 4: -0.0193, 0.3733, -0.9504, 0.4778


Entry Q
Here is a structure of composition C5H12N5 from the Open Molecules 2025 dataset. Energies are from ωB97M-V/def2-TZVPD.

Output
- 2S+1 = 1
- Kohn-Sham gap (eV) = 9.935
- net charge = +1
- E_HOMO (eV) = -13.125

Atoms and positions in Å:
C1 -1.961 2.696 -1.559
C2 -0.494 2.405 -1.204
C3 -0.917 2.620 -2.633
C4 1.955 -2.302 1.690
C5 1.059 -1.408 0.921
N1 -2.554 1.443 -1.236
N2 -0.529 1.068 -0.736
N3 -1.687 0.576 -0.807
N4 1.303 -0.247 0.474
N5 1.146 -3.205 2.476
H1 -2.527 3.587 -1.345
H2 0.204 3.066 -0.716
H3 -0.924 1.774 -3.304
H4 -0.621 3.555 -3.079
H5 2.708 -1.721 2.251
H6 2.503 -2.896 0.944
H7 0.062 -1.808 0.749
H8 0.477 0.374 -0.114
H9 2.224 0.157 0.625
H10 1.621 -4.067 2.707
H11 0.807 -2.780 3.329
H12 -3.540 1.243 -1.246

Atomic partial charges in e from the Mulliken method, atoms 1 to 4: -0.1970, -0.2693, -0.6514, -0.4209


Which of them is most stable, and which least? Most stable: entry P; least stable: entry Q.


Entry P
Here is a structure of composition FeH12O6 from the Open Molecules 2025 dataset. Energies are from ωB97M-V/def2-TZVPD.

Output
- ⟨S²⟩ = 6.003
- 2S+1 = 5
- Kohn-Sham gap (alpha / beta) (eV) = 7.542 / 6.272
- net charge = +2
- E_HOMO (alpha / beta) (eV) = -18.856 / -18.842

Atoms and positions in Å:
Fe1 0.106 0.053 0.205
O1 0.084 3.247 -0.366
H1 -0.081 3.812 -1.121
H2 0.258 3.854 0.353
O2 -0.445 -0.245 -2.976
H3 -1.349 -0.528 -3.114
H4 0.000 -0.449 -3.798
O3 0.109 0.716 3.199
H5 -0.310 0.798 4.056
H6 0.836 1.338 3.227
O4 3.277 -0.105 -0.183
H7 3.869 -0.539 -0.798
H8 3.849 0.214 0.515
O5 -3.168 -0.520 0.113
H9 -3.620 -0.344 -0.713
H10 -3.872 -0.684 0.741
O6 0.180 -3.150 0.204
H11 0.870 -3.793 0.043
H12 -0.593 -3.675 0.413

Atomic partial charges in e from the Mulliken method, atoms 1 to 4: 1.6289, -0.5702, 0.3158, 0.3207


Entry Q
Here is a structure of composition FeH12O6 from the Open Molecules 2025 dataset. Energies are from ωB97M-V/def2-TZVPD.

Output
- ⟨S²⟩ = 6.006
- 2S+1 = 5
- Kohn-Sham gap (alpha / beta) (eV) = 11.767 / 10.198
- net charge = +2
- E_HOMO (alpha / beta) (eV) = -18.860 / -17.275

Atoms and positions in Å:
Fe1 0.085 -0.049 -0.189
O1 -1.391 0.315 1.605
H1 -1.265 0.111 2.532
H2 -1.866 1.146 1.605
O2 -1.702 -0.341 -1.299
H3 -2.042 -1.204 -1.535
H4 -1.906 0.212 -2.053
O3 1.262 -0.024 -1.874
H5 1.255 -0.205 -2.814
H6 2.149 0.290 -1.697
O4 -0.003 2.007 0.076
H7 0.635 2.714 0.175
H8 -0.829 2.385 0.379
O5 -0.150 -2.009 0.432
H9 -0.069 -2.750 -0.168
H10 -0.346 -2.406 1.280
O6 1.791 -0.044 0.901
H11 2.017 -0.798 1.446
H12 2.376 0.652 1.200

Atomic partial charges in e from the Mulliken method, atoms 1 to 4: 0.9936, -0.4790, 0.3089, 0.2959


Which of them is most stable, and which least? Most stable: entry Q; least stable: entry P.


Entry P
Here is the ion C3H4NS with charge +1 from the Open Molecules 2025 dataset. Energies are from ωB97M-V/def2-TZVPD.

Output
- 2S+1 = 1
- Kohn-Sham gap (alpha / beta) (eV) = 8.062 / 6.545
- net charge = +1
- E_HOMO (alpha / beta) (eV) = -13.853 / -13.488

Atoms and positions in Å:
C1 0.215 -0.019 0.929
C2 0.648 -0.203 2.087
C3 -0.118 0.546 -1.595
N1 -0.376 -0.147 -0.325
S1 0.999 -0.335 3.652
H1 0.838 0.993 -1.879
H2 -0.780 0.502 -2.451
H3 -0.050 -1.087 -0.292
H4 -1.374 -0.249 -0.127

Atomic partial charges in e from the Mulliken method, atoms 1 to 4: 0.0295, 0.1018, -0.4339, -0.0867


Entry Q
Here is the ion C3H4NS with charge +1 from the Open Molecules 2025 dataset. Energies are from ωB97M-V/def2-TZVPD.

Output
- 2S+1 = 1
- Kohn-Sham gap (alpha / beta) (eV) = 7.082 / 7.654
- net charge = +1
- E_HOMO (alpha / beta) (eV) = -13.629 / -14.710

Atoms and positions in Å:
C1 1.442 -0.421 1.087
C2 0.848 -2.033 -1.333
C3 -0.391 0.519 -0.393
N1 0.213 0.227 0.968
S1 -0.054 -0.870 -1.899
H1 -1.536 0.306 -0.419
H2 -0.210 1.532 -0.743
H3 -0.460 -0.467 1.480
H4 0.148 1.206 1.252

Atomic partial charges in e from the Mulliken method, atoms 1 to 4: -0.0057, 0.0137, -0.7421, -0.0177


Entry R
Here is the ion C3H4NS with charge +1 from the Open Molecules 2025 dataset. Energies are from ωB97M-V/def2-TZVPD.

Output
- 2S+1 = 1
- Kohn-Sham gap (alpha / beta) (eV) = 8.579 / 6.155
- net charge = +1
- E_HOMO (alpha / beta) (eV) = -15.526 / -13.715

Atoms and positions in Å:
C1 -1.597 -0.261 0.310
C2 0.050 2.657 0.508
C3 0.883 -0.257 0.101
N1 -0.462 -0.690 -0.048
S1 0.925 1.658 -0.327
H1 -2.470 -0.808 0.076
H2 1.597 -0.245 0.956
H3 1.543 -0.677 -0.750
H4 -0.469 -1.377 -0.827

Atomic partial charges in e from the Mulliken method, atoms 1 to 4: -0.1010, 0.1117, -0.3690, -0.0759


Which of them is most stable, and which least? Most stable: entry P; least stable: entry Q.


Entry P
Here is a structure of composition H10NaO5 from the Open Molecules 2025 dataset. Energies are from ωB97M-V/def2-TZVPD.

Output
- 2S+1 = 1
- Kohn-Sham gap (eV) = 11.817
- net charge = +1
- E_HOMO (eV) = -15.189

Atoms and positions in Å:
Na1 0.082 0.293 -0.181
O1 -1.685 -1.226 0.306
H1 -2.198 -1.503 -0.466
H2 -1.325 -2.042 0.674
O2 1.152 -1.817 -0.919
H3 1.505 -2.352 -1.642
H4 0.990 -2.443 -0.203
O3 -0.932 1.562 1.793
H5 -1.638 1.159 2.315
H6 -1.038 2.512 1.919
O4 -0.710 1.792 -1.806
H7 -1.312 1.292 -2.375
H8 -0.784 2.704 -2.115
O5 2.279 0.174 0.991
H9 2.889 0.470 0.302
H10 2.723 -0.574 1.407

Atomic partial charges in e from the Mulliken method, atoms 1 to 4: 0.8541, -0.6518, 0.3345, 0.3111


Entry Q
Here is a structure of composition H10NaO5 from the Open Molecules 2025 dataset. Energies are from ωB97M-V/def2-TZVPD.

Output
- 2S+1 = 1
- Kohn-Sham gap (eV) = 10.949
- net charge = +1
- E_HOMO (eV) = -14.574

Atoms and positions in Å:
Na1 2.530 18.835 7.164
O1 1.826 20.973 6.020
H1 1.586 21.080 5.089
H2 2.628 21.503 6.108
O2 -0.543 20.780 7.834
H3 -1.051 21.594 7.748
H4 0.382 21.047 7.801
O3 0.224 17.591 7.407
H5 -0.413 18.015 8.001
H6 -0.327 17.133 6.759
O4 2.833 16.566 6.552
H7 3.484 15.857 6.612
H8 1.986 16.157 6.776
O5 4.575 19.627 5.741
H9 4.782 20.520 6.048
H10 5.453 19.264 5.559

Atomic partial charges in e from the Mulliken method, atoms 1 to 4: 0.8545, -0.5799, 0.2971, 0.3151


Which of them is most stable, and which least? Most stable: entry P; least stable: entry Q.